(1)
Entry from the OMol25 dataset: a structure of composition C17H23ClMnN2 at a distorted geometry (the ωB97M-V functional and the def2-TZVPD basis).

Computed properties:
LUMO energy (spin up / spin down): -9.06 / -9.13 eV
Net charge: +2
E_HOMO (spin up / spin down): -15.610 / -15.610 eV
Spin multiplicity: 4
Energy: -64806.6632 eV
Frontier orbital gap (spin up / spin down): 6.55 / 6.48 eV
Energy above the lowest of the compared OMol25 structures with the same formula, charge and spin: 0.0 kcal/mol

Geometry (Å):
C  0.246  0.762  -6.411
C  1.629  1.326  -6.772
C  0.025  -0.577  -7.130
C  -0.846  1.763  -6.815
Cl  0.161  0.485  -4.583
H  0.071  -0.420  -8.221
H  -0.951  -1.002  -6.875
H  0.791  -1.306  -6.845
H  1.685  1.489  -7.862
H  2.425  0.635  -6.476
H  1.807  2.279  -6.263
H  -0.808  1.929  -7.905
H  -0.704  2.722  -6.305
H  -1.840  1.387  -6.549
C  1.577  -1.270  0.978
C  0.730  -2.080  0.155
C  0.809  -1.553  -1.201
H  0.196  -2.967  0.503
C  1.661  -0.387  -1.178
C  2.202  -0.277  0.138
H  3.005  0.410  0.425
H  1.759  -1.432  2.044
H  0.411  -2.002  -2.113
H  1.894  0.255  -2.034
C  -1.872  1.015  0.335
C  -1.949  -0.200  1.121
C  -1.870  -1.310  0.221
H  -2.134  -0.270  2.195
C  -1.696  -0.788  -1.121
C  -1.657  0.661  -1.043
H  -1.594  1.337  -1.895
H  -2.007  2.029  0.707
H  -1.964  -2.364  0.494
H  -1.709  -1.354  -2.051
Mn  -0.075  -0.194  0.045
N  1.663  1.300  2.846
C  1.649  2.015  3.995
C  0.352  2.512  4.128
C  -0.347  2.035  2.997
N  0.458  1.296  2.201
H  2.451  0.801  2.450
H  2.527  2.101  4.626
H  -0.057  3.112  4.928
H  -1.386  2.212  2.757

(2)
Entry from the OMol25 dataset: a structure of composition C17H23CoN9O3S (the ωB97M-V functional and the def2-TZVPD basis).

Computed properties:
LUMO energy: -3.37 eV
Net charge: +1
E_HOMO: -11.154 eV
Spin multiplicity: 1
Energy: -86009.2017 eV
Frontier orbital gap: 7.79 eV
Energy above the lowest of the compared OMol25 structures with the same formula, charge and spin: 18.9 kcal/mol

Geometry (Å):
Co  0.148  1.090  1.011
N  -1.402  -2.146  3.152
C  -1.204  -1.160  2.229
S  -1.205  0.501  2.772
N  -0.988  -1.518  0.995
N  -0.790  -0.364  0.264
C  -1.479  -0.123  -0.792
C  -2.320  -1.112  -1.487
C  -1.775  -2.336  -1.865
C  -2.557  -3.264  -2.530
C  -3.889  -2.982  -2.804
C  -4.440  -1.769  -2.417
C  -3.655  -0.829  -1.767
C  -1.481  1.311  -1.136
C  -1.997  1.865  -2.287
C  -2.008  3.250  -2.405
C  -1.510  4.021  -1.373
C  -0.975  3.392  -0.257
N  -0.976  2.071  -0.150
H  -1.795  -1.861  4.033
H  -1.744  -3.023  2.786
H  -0.739  -2.554  -1.637
H  -2.130  -4.210  -2.834
H  -4.500  -3.711  -3.320
H  -5.480  -1.553  -2.620
H  -4.087  0.115  -1.457
H  -2.373  1.223  -3.070
H  -2.403  3.718  -3.296
H  -1.509  5.100  -1.424
H  -0.528  3.948  0.554
N  1.690  -1.874  2.104
N  2.758  -1.287  2.759
C  2.832  0.041  2.903
N  3.843  0.519  3.619
N  1.876  0.785  2.306
N  1.900  2.117  2.472
O  2.708  2.763  3.093
O  0.925  2.649  1.894
H  1.077  -2.361  2.746
H  2.005  -2.471  1.353
H  3.452  -1.854  3.226
H  4.515  -0.106  4.030
H  3.945  1.515  3.731
C  1.873  -0.195  -2.177
C  2.149  0.214  -0.733
C  3.618  0.585  -0.553
O  1.335  1.311  -0.388
H  2.505  -1.030  -2.487
H  2.070  0.650  -2.840
H  0.830  -0.489  -2.304
H  1.923  -0.646  -0.086
H  3.855  1.444  -1.183
H  4.279  -0.238  -0.832
H  3.829  0.867  0.480

(3)
Entry from the OMol25 dataset: a structure of composition C17H23FN8O5Zr at a distorted geometry (the ωB97M-V functional and the def2-TZVPD basis).

Computed properties:
LUMO energy: -12.89 eV
Net charge: +4
E_HOMO: -18.617 eV
Spin multiplicity: 1
Energy: -44118.7855 eV
Frontier orbital gap: 5.72 eV
Energy above the lowest of the compared OMol25 structures with the same formula, charge and spin: 30.5 kcal/mol

Geometry (Å):
Zr  -2.812  -2.315  2.859
N  -2.731  -4.379  1.108
N  -3.293  -5.556  1.689
C  -3.751  -5.495  2.954
N  -4.327  -6.484  3.579
N  -3.549  -4.241  3.473
N  -4.108  -3.774  4.593
O  -4.671  -4.433  5.383
O  -3.931  -2.535  4.635
H  -3.197  -4.200  0.203
H  -1.731  -4.547  0.898
H  -3.318  -6.424  1.153
H  -4.470  -7.396  3.154
H  -4.677  -6.384  4.537
C  1.984  3.538  2.103
C  0.576  3.550  1.510
N  0.035  2.195  1.377
C  -0.636  1.722  2.425
C  -1.195  0.468  2.428
C  -2.041  -0.275  3.391
O  -3.275  -0.390  3.082
O  -1.510  -1.297  3.963
C  -1.097  -0.415  1.303
O  -1.698  -1.616  1.337
C  -0.334  0.085  0.218
C  -0.080  -0.689  -0.937
C  0.657  -0.208  -1.976
F  0.827  -1.018  -3.019
C  1.198  1.122  -2.003
C  0.954  1.876  -0.841
C  0.228  1.412  0.256
N  1.896  1.611  -3.057
C  2.427  0.750  -4.115
C  3.338  1.523  -5.069
N  4.216  2.442  -4.304
C  3.404  3.500  -3.632
C  1.963  3.019  -3.404
H  2.338  4.562  2.190
H  2.681  2.976  1.488
H  1.981  3.111  3.102
H  0.557  4.053  0.545
H  -0.084  4.110  2.174
H  -0.738  2.366  3.290
H  -0.489  -1.685  -1.003
H  1.380  2.860  -0.787
H  1.629  0.308  -4.720
H  2.981  -0.071  -3.651
H  2.769  2.113  -5.790
H  3.936  0.806  -5.634
H  4.912  2.871  -4.930
H  4.747  1.901  -3.610
H  3.370  4.391  -4.264
H  3.885  3.777  -2.694
H  1.375  3.166  -4.318
H  1.505  3.643  -2.641

> Number 3 is which compound?

C17H23FN8O5Zr

Copy entry 3 word for word.
Entry from the OMol25 dataset: a structure of composition C17H23FN8O5Zr at a distorted geometry (the ωB97M-V functional and the def2-TZVPD basis).

Computed properties:
LUMO energy: -12.89 eV
Net charge: +4
E_HOMO: -18.617 eV
Spin multiplicity: 1
Energy: -44118.7855 eV
Frontier orbital gap: 5.72 eV
Energy above the lowest of the compared OMol25 structures with the same formula, charge and spin: 30.5 kcal/mol

Geometry (Å):
Zr  -2.812  -2.315  2.859
N  -2.731  -4.379  1.108
N  -3.293  -5.556  1.689
C  -3.751  -5.495  2.954
N  -4.327  -6.484  3.579
N  -3.549  -4.241  3.473
N  -4.108  -3.774  4.593
O  -4.671  -4.433  5.383
O  -3.931  -2.535  4.635
H  -3.197  -4.200  0.203
H  -1.731  -4.547  0.898
H  -3.318  -6.424  1.153
H  -4.470  -7.396  3.154
H  -4.677  -6.384  4.537
C  1.984  3.538  2.103
C  0.576  3.550  1.510
N  0.035  2.195  1.377
C  -0.636  1.722  2.425
C  -1.195  0.468  2.428
C  -2.041  -0.275  3.391
O  -3.275  -0.390  3.082
O  -1.510  -1.297  3.963
C  -1.097  -0.415  1.303
O  -1.698  -1.616  1.337
C  -0.334  0.085  0.218
C  -0.080  -0.689  -0.937
C  0.657  -0.208  -1.976
F  0.827  -1.018  -3.019
C  1.198  1.122  -2.003
C  0.954  1.876  -0.841
C  0.228  1.412  0.256
N  1.896  1.611  -3.057
C  2.427  0.750  -4.115
C  3.338  1.523  -5.069
N  4.216  2.442  -4.304
C  3.404  3.500  -3.632
C  1.963  3.019  -3.404
H  2.338  4.562  2.190
H  2.681  2.976  1.488
H  1.981  3.111  3.102
H  0.557  4.053  0.545
H  -0.084  4.110  2.174
H  -0.738  2.366  3.290
H  -0.489  -1.685  -1.003
H  1.380  2.860  -0.787
H  1.629  0.308  -4.720
H  2.981  -0.071  -3.651
H  2.769  2.113  -5.790
H  3.936  0.806  -5.634
H  4.912  2.871  -4.930
H  4.747  1.901  -3.610
H  3.370  4.391  -4.264
H  3.885  3.777  -2.694
H  1.375  3.166  -4.318
H  1.505  3.643  -2.641